## 1
Below is a single C2H6N2O molecule, with properties calculated with wB97M-V/def2-TZVPD.

Geometry as ORCA input:
```
! RIJCOSX wB97M-V def2-TZVPD def2/J DEFGRID3
* xyz 0 1
C -1.7563 0.7570 -0.0459
N -1.1551 -0.6224 0.2201
N 0.1187 -0.6643 -0.3595
C 1.1869 -0.0814 0.4420
O 2.1220 0.4376 -0.1847
H -1.5532 1.4863 -1.0318
H -2.9847 0.5609 0.0447
H -1.2466 1.3565 0.9544
H -1.7307 -1.4601 -0.1417
H 0.2952 -0.3914 -1.3380
H 0.9145 -0.0995 1.5894
*
```

Results
E_LUMO   0.9 eV
SMILES   CNNC=O

natural (NBO) population analysis, charges in e, atoms 1 to 5: -0.47 -0.47 -0.50 0.52 -0.59

## 2
Below is a single C2H6N2O molecule, with properties calculated with wB97M-V/def2-TZVPD.

Geometry as ORCA input:
```
! RIJCOSX wB97M-V def2-TZVPD def2/J DEFGRID3
* xyz 0 1
N -0.9641 -1.0422 -0.3287
C -0.7858 0.3041 0.3970
C 0.2216 1.0222 -0.2164
N 1.4511 0.4775 -0.3895
O 1.8672 -0.6739 0.1257
H -1.0922 -0.7804 -1.2739
H 0.1475 -1.3585 -0.6343
H -1.6282 0.9160 0.5649
H -0.5435 0.2179 1.4706
H -0.0605 1.7564 -0.8392
H 1.3869 -0.8391 1.1238
*
```

Results
E_LUMO   0.7 eV
SMILES   NC/C=N\O

natural (NBO) population analysis, charges in e, atoms 1 to 5: -0.79 -0.33 -0.03 -0.08 -0.51

The most stable arrangement is 1, and the next structure is 169.1 kJ/mol less stable.

## 1
Below is 3 unconnected molecules or ions with the total composition C3H13N2O, with properties calculated with wB97M-V/def2-TZVPD.

Geometry as ORCA input:
```
! RIJCOSX wB97M-V def2-TZVPD def2/J DEFGRID3
* xyz 1 1
C 0.0653 -0.3042 2.2652
C -0.4794 0.7815 1.2729
C 0.5429 1.7594 0.4205
N 0.1362 1.6919 -0.9900
N 0.8561 -1.2921 1.5744
H 0.6826 0.2455 3.0339
H -0.6463 -0.9394 2.8216
H -1.0114 0.2226 0.4816
H -1.1789 1.5163 1.6947
H 1.4945 1.3114 0.6403
H 0.5526 2.8021 0.7700
H 0.2961 0.7353 -1.3566
H 0.5629 2.3121 -1.6780
H 1.4842 -1.8555 2.0676
H -2.5046 -2.6801 -5.2569
H 0.9049 -1.2262 0.5333
H 0.4243 -1.7012 -1.4046
H -2.6395 -2.5225 -5.9902
O 0.4574 -0.8569 -0.8998
*
```

Results
E_LUMO   -9.4 eV

natural (NBO) population analysis, charges in e, atoms 1 to 5: -0.28 -0.41 -0.23 -0.55 -0.47

## 2
Below is 2 unconnected molecules or ions with the total composition C3H13N2O, with properties calculated with wB97M-V/def2-TZVPD.

Geometry as ORCA input:
```
! RIJCOSX wB97M-V def2-TZVPD def2/J DEFGRID3
* xyz 1 1
N 0.2692 -0.1829 0.8322
C 0.4515 0.7396 -0.3792
C -0.7123 0.5098 -1.3378
N -1.2432 -0.8456 -1.1747
C -0.3676 -1.9080 -1.6991
H -0.7084 -0.5124 0.7457
H 0.4907 0.2599 1.7315
H 0.8784 -0.9901 0.7249
H 1.3840 0.4325 -0.8412
H 0.5987 1.7426 -0.0004
H -0.3220 0.6674 -2.3478
H -1.5204 1.2327 -1.1974
H -2.1117 -0.8194 -1.6967
H 0.6756 -1.5770 -1.6862
H -0.4174 -2.7819 -1.0428
H -0.6280 -2.2017 -2.7137
H 2.1443 1.5784 3.2432
H 0.9315 2.4527 3.0411
O 1.2013 1.5208 3.0334
*
```

Results
E_LUMO   -3.0 eV

natural (NBO) population analysis, charges in e, atoms 1 to 5: -0.71 -0.23 -0.25 -0.66 -0.44

## 3
Below is 2 unconnected molecules or ions with the total composition C3H13N2O, with properties calculated with wB97M-V/def2-TZVPD.

Geometry as ORCA input:
```
! RIJCOSX wB97M-V def2-TZVPD def2/J DEFGRID3
* xyz 1 1
C -0.4630 1.4265 -0.0836
C 0.0395 1.0293 1.3204
C 1.4337 0.4176 1.3528
N 1.4856 -0.8947 0.7082
N -0.1861 0.3637 -1.1097
H 0.0079 2.3626 -0.3805
H -1.5397 1.5374 -0.0513
H -0.7013 0.3551 1.7508
H 0.0754 1.9271 1.9311
H 2.1132 1.0845 0.7970
H 1.8548 0.4479 2.3589
H 1.0461 -1.6078 1.2855
H 2.4481 -1.2039 0.6124
H -0.2167 0.7146 -2.0634
H 0.7101 -0.0975 -0.8860
H -0.8653 -0.4048 -0.9982
H -2.7207 -1.7319 -2.1970
H -2.1083 -2.5151 -1.0478
O -1.9128 -1.7962 -1.6703
*
```

Results
E_LUMO   -2.9 eV

natural (NBO) population analysis, charges in e, atoms 1 to 5: -0.22 -0.43 -0.24 -0.88 -0.71

The most stable arrangement is 3, and the next structure is 62.7 kJ/mol less stable.

## 1
Below is a gas-phase ion, C7H16N3OSi (charge +1), with properties calculated with wB97M-V/def2-TZVPD.

Geometry as ORCA input:
```
! RIJCOSX wB97M-V def2-TZVPD def2/J DEFGRID3
* xyz 1 1
C 3.1605 -0.9528 -0.0793
Si 1.6738 0.1071 -0.4257
C 1.6547 0.7233 -2.1829
C 1.6741 1.5221 0.8042
O 0.2666 -0.8127 -0.2644
C -0.0916 -1.3797 0.9632
C -1.1805 -0.5435 1.6530
N -2.1658 -0.1017 0.6604
C -3.2362 -0.7402 0.2541
N -3.7866 0.0295 -0.6996
C -2.9530 1.0894 -0.8781
N -1.9709 1.0455 -0.0318
H 3.2313 -1.8183 -0.7427
H 4.0389 -0.3197 -0.2623
H 3.2304 -1.2993 0.9562
H 2.6179 0.5228 -2.6628
H 1.4787 1.8025 -2.2132
H 0.8775 0.2295 -2.7735
H 0.6767 1.9311 0.9953
H 2.1339 1.2388 1.7556
H 2.2759 2.3313 0.3739
H -0.4769 -2.3918 0.7847
H 0.7527 -1.4717 1.6587
H -0.7922 0.3591 2.1259
H -1.7109 -1.1346 2.4044
H -3.6155 -1.6784 0.6329
H -4.6408 -0.1619 -1.2054
H -3.1226 1.8745 -1.6008
*
```

Results
E_LUMO   -3.4 eV
SMILES   C[Si](C)(C)OCCn1c[nH+]cn1

natural (NBO) population analysis, charges in e, atoms 1 to 5: -1.16 1.88 -1.15 -1.16 -0.88

## 2
Below is 2 unconnected molecules or ions with the total composition C7H16N3OSi, with properties calculated with wB97M-V/def2-TZVPD.

Geometry as ORCA input:
```
! RIJCOSX wB97M-V def2-TZVPD def2/J DEFGRID3
* xyz 1 1
C -3.3663 0.9472 -0.0010
C -1.5238 -0.1731 -0.3310
C -3.6297 -0.5222 0.2454
C -1.8740 -2.4703 -0.0199
C 3.4087 -0.7308 -0.4793
C 1.8800 0.8401 1.8260
C 2.2952 2.2428 -1.0444
N -1.9768 1.0602 -0.3552
N -2.3213 -1.0998 0.0725
N 0.6233 -0.5569 -0.4969
O -4.2385 1.7642 0.1553
Si 1.9213 0.4931 -0.0811
H -3.9901 -0.7678 1.1736
H -4.4372 -0.9785 -0.5632
H -2.3662 -2.9161 0.8958
H -2.2008 -2.8795 -0.8609
H -0.8512 -2.5634 -0.0861
H 3.6172 -0.7904 -1.4780
H 4.3125 -0.2550 -0.0641
H 3.2088 -1.7240 0.0754
H 1.6276 1.8590 2.1023
H 1.1175 0.2640 2.4052
H 2.8569 0.7266 2.3103
H 2.4899 1.9408 -2.0107
H 1.4296 2.7776 -0.9682
H 2.9856 2.7235 -0.4892
H -1.6943 1.9571 -0.6527
H 0.6961 -1.1685 -1.2800
*
```

Results
E_LUMO   -5.5 eV

natural (NBO) population analysis, charges in e, atoms 1 to 5: 0.66 0.72 -0.32 -0.38 -1.02

The most stable arrangement is 1, and the next structure is 537.6 kJ/mol less stable.

## 1
Below is a single C3H5NO3 molecule, with properties calculated with wB97M-V/def2-TZVPD.

Geometry as ORCA input:
```
! RIJCOSX wB97M-V def2-TZVPD def2/J DEFGRID3
* xyz 0 1
C -0.8834 -1.0829 -0.2080
C 0.1421 0.0359 -0.0167
N 1.5519 -0.2940 0.3122
O 2.2582 0.6336 0.7107
O 1.7625 -1.4906 0.2740
C -0.3458 1.4577 0.0436
O 0.2421 1.1650 -1.1708
H -1.7814 -0.5404 -0.5776
H -0.9565 -1.5366 0.7809
H -0.5218 -1.8641 -0.8316
H -1.5651 1.3974 0.0051
H 0.0973 2.1189 0.6781
*
```

Results
E_LUMO   -0.4 eV
SMILES   C[C@]1([N+](=O)[O-])CO1

natural (NBO) population analysis, charges in e, atoms 1 to 5: -0.64 0.28 0.51 -0.35 -0.35

## 2
Below is 2 unconnected molecules or ions with the total composition C3H5NO3, with properties calculated with wB97M-V/def2-TZVPD.

Geometry as ORCA input:
```
! RIJCOSX wB97M-V def2-TZVPD def2/J DEFGRID3
* xyz 0 1
C 1.1024 -0.2175 -0.0072
C -1.2841 -0.9282 -0.2118
N 1.0638 0.8354 0.7744
C -1.7347 0.2922 0.1822
O 1.6670 -0.1230 -1.2214
O -1.2100 -2.0677 -0.5089
O -1.3781 0.8792 1.2841
H 1.6375 -0.9769 -1.6718
H 1.0064 -1.2070 0.4286
H 0.0368 0.9594 1.2695
H 1.3233 1.6969 0.3020
H -2.2304 0.8574 -0.6197
*
```

Results
E_LUMO   0.3 eV

natural (NBO) population analysis, charges in e, atoms 1 to 5: 0.44 0.51 -0.75 -0.02 -0.65

## 3
Below is a single C3H5NO3 molecule, with properties calculated with wB97M-V/def2-TZVPD.

Geometry as ORCA input:
```
! RIJCOSX wB97M-V def2-TZVPD def2/J DEFGRID3
* xyz 0 1
O -0.2662 1.3906 -1.3482
C -0.3215 0.6399 -0.4078
O -0.7698 0.9477 0.8196
C -0.5387 -0.1700 1.6903
C 0.4997 -1.0026 0.9544
N 0.1087 -0.6719 -0.4038
O 1.0627 -0.9144 -1.3861
H -1.4639 -0.7429 1.8140
H -0.1902 0.2082 2.6474
H 1.5131 -0.6629 1.1462
H 0.4135 -2.0773 1.1512
H 0.9154 -0.2166 -2.0367
*
```

Results
E_LUMO   0.8 eV
SMILES   O=C1OCCN1O

natural (NBO) population analysis, charges in e, atoms 1 to 5: -0.61 0.85 -0.47 -0.08 -0.25

The most stable arrangement is 3, and the next structure is 167.0 kJ/mol less stable.

## 1
Below is 2 unconnected molecules or ions with the total composition C11H17N4, with properties calculated with wB97M-V/def2-TZVPD.

Geometry as ORCA input:
```
! RIJCOSX wB97M-V def2-TZVPD def2/J DEFGRID3
* xyz 1 1
C 1.5575 -2.5307 -1.2542
C -1.5984 -0.8860 -0.2091
C -0.3601 -0.7486 -0.9546
C 0.3144 -2.0100 -0.7227
C -0.3628 -2.6751 0.2966
C -2.4669 0.2104 -0.3375
C -2.0983 1.2130 -1.1981
C -0.0468 0.2824 -1.8020
C -0.9494 1.2484 -2.0272
N -1.5994 -2.0051 0.4867
H -2.3271 -2.3616 1.0646
H -3.3912 0.3099 0.3427
H -0.2422 -3.5559 0.8551
H -2.7617 2.1043 -1.4144
H 0.8867 0.1460 -2.5166
H 2.4665 -2.3778 -0.7279
H 1.5339 -2.1566 -2.3599
H -0.8016 2.0322 -2.7594
H 1.6277 -3.5834 -1.2287
C 2.2519 1.8469 -0.2691
C 1.0100 1.3236 1.7699
N 1.6690 0.7814 0.6490
N 0.8159 2.7453 1.9786
N 0.3782 0.4363 2.6154
H 1.7426 -0.2298 0.3556
H 0.0574 2.9549 1.4860
H 1.0112 3.0355 2.8166
H 0.4092 -0.5363 2.4508
H 0.3324 0.6674 3.5676
H 1.9082 2.8408 -0.1150
H 1.8530 1.6157 -1.3043
H 3.3430 1.7434 -0.3713
*
```

Results
E_LUMO   -3.4 eV

natural (NBO) population analysis, charges in e, atoms 1 to 5: -0.66 0.22 -0.16 -0.08 -0.07

## 2
Below is 2 unconnected molecules or ions with the total composition C11H17N4, with properties calculated with wB97M-V/def2-TZVPD.

Geometry as ORCA input:
```
! RIJCOSX wB97M-V def2-TZVPD def2/J DEFGRID3
* xyz 1 1
C -4.3144 -0.5250 1.2527
C -0.6706 -1.2785 0.9316
C -1.9782 -1.7824 0.9711
C -2.8058 -0.5799 0.9643
C -1.9716 0.4775 0.7309
C 0.5223 -2.0969 1.1101
C 0.2132 -3.3409 1.5957
C -1.1126 -3.7964 1.6273
C -2.2413 -3.2150 1.1136
N -0.6452 0.0480 0.6187
H 1.4761 -1.7869 0.9779
H 0.9279 -3.9903 2.3457
H 0.1088 0.6830 0.5570
H -1.0183 -4.8849 1.8998
H -2.1595 1.5502 0.3164
H -3.2290 -3.8637 1.0478
H -4.7742 -1.4748 1.2447
H -4.9035 -0.1212 0.4515
H -4.6919 0.1714 2.0834
C 4.2596 2.1649 -1.4510
C 1.8747 2.3937 -1.7910
N 3.0366 2.9703 -1.2900
N 1.9541 1.2655 -2.4019
N 0.7330 3.2711 -1.6649
H 2.7892 3.5368 -0.5004
H 2.9205 0.5648 -2.2112
H 1.1080 0.8465 -2.6979
H -0.1015 2.7586 -1.3208
H 0.7501 4.1140 -2.2683
H 4.7509 2.4013 -2.2629
H 4.2467 1.0007 -1.2302
H 4.9458 2.5183 -0.7500
*
```

Results
E_LUMO   -3.6 eV

natural (NBO) population analysis, charges in e, atoms 1 to 5: -0.64 0.13 -0.09 -0.07 -0.06

The most stable arrangement is 1, and the next structure is 170.9 kJ/mol less stable.

## 1
Below is 2 unconnected molecules or ions with the total composition C5H10BrN2, with properties calculated with wB97M-V/def2-TZVPD.

Geometry as ORCA input:
```
! RIJCOSX wB97M-V def2-TZVPD def2/J DEFGRID3
* xyz 1 1
C 1.2000 0.9252 -0.6556
C -1.2134 -0.4396 0.4506
C 0.8344 2.1528 0.0985
C 2.3864 0.9397 -1.5599
C -2.3021 -2.5214 1.1824
N 0.6414 -0.1642 -0.5163
N -1.1949 -1.7096 0.7232
Br -2.5600 0.7393 0.6501
H 0.4897 1.8621 1.0318
H 1.6990 2.8964 0.2955
H -0.0539 2.6200 -0.4910
H 2.1716 0.2140 -2.3442
H 3.2496 0.5673 -0.9967
H 2.5923 2.0396 -1.9791
H -1.9375 -3.4963 1.1646
H -3.0791 -2.4851 0.4966
H -2.5034 -1.9955 2.1136
H -0.4201 -2.1447 0.3357
*
```

Results
E_LUMO (alpha / beta)   -4.7 / -4.7 eV

natural (NBO) population analysis, charges in e, atoms 1 to 5: 0.26 0.28 -0.67 -0.65 -0.42

## 2
Below is a gas-phase ion, C5H10BrN2 (charge +1), with properties calculated with wB97M-V/def2-TZVPD.

Geometry as ORCA input:
```
! RIJCOSX wB97M-V def2-TZVPD def2/J DEFGRID3
* xyz 1 1
C -1.3753 -1.6838 0.8153
C -0.7517 -1.0495 -0.4326
C -0.7782 0.5301 -0.4145
N 0.5996 0.8887 -0.1843
C 1.0835 2.2946 -0.0151
C 1.4476 -0.1088 -0.0955
Br 3.2504 -0.1023 0.1122
N 0.6934 -1.3932 -0.5241
H -1.6166 -2.7909 0.7737
H -2.3445 -1.3443 0.9583
H -0.9379 -1.3708 1.6772
H -1.3292 -1.2170 -1.3815
H -1.0145 1.0673 -1.4085
H -1.5703 0.7322 0.2756
H 1.8981 2.1906 0.5657
H 1.4074 2.7300 -1.0837
H 0.1884 2.7963 0.4205
H 1.1499 -2.1693 -0.0588
*
```

Results
E_LUMO   -4.1 eV
SMILES   C[C@H]1CN(C)C(Br)=[NH+]1

natural (NBO) population analysis, charges in e, atoms 1 to 5: -0.65 -0.06 -0.23 -0.33 -0.40

The most stable arrangement is 2, and the next structure is 229.3 kJ/mol less stable.